[1]
Below is a structure of composition C19H20HgN2, with properties calculated with wB97M-V/def2-TZVPD.

Properties
Lowest unoccupied orbital energy (spin up / spin down) in eV: 5.36 / 5.36
Frontier orbital gap (spin up / spin down) in eV: 3.751 / 3.750
Net charge: -2
HOMO (spin up / spin down) in eV: 1.6 / 1.6

Structure (XYZ):
```
42
C19H20HgN2 | OMol25 | wB97M-V/def2-TZVPD
C 2.03715 0.03933 -1.89596
C 0.87879 0.64185 -2.49942
C -0.11922 -0.34903 -2.63302
C 0.36955 -1.57676 -2.14323
C 1.69012 -1.35743 -1.60299
Hg 1.17290 -0.16578 0.21092
N 0.29980 0.79987 1.79998
C -0.25769 2.12951 1.73209
C -0.87446 2.49819 0.44847
H -1.08685 -0.18549 -3.09516
H 0.81326 1.66546 -2.85820
H -0.12514 -2.54412 -2.21225
H 2.40329 -2.12913 -1.29475
H 3.04543 0.45865 -1.87862
H -0.24624 2.90573 -0.33943
H 0.52248 2.91710 1.89602
H 0.57684 0.53602 2.74037
H -1.92913 2.30989 0.30862
H -1.05923 2.16198 2.50983
C -1.35675 -6.04516 0.28789
C -0.15555 -5.34079 0.11134
C -0.08480 -3.98983 0.42318
C -1.22475 -3.29896 0.92857
C -2.43463 -4.04314 1.10479
C -2.49385 -5.39122 0.77996
N -1.14221 -1.96758 1.19870
C -1.77083 -1.41898 2.28188
C -2.53972 -0.23056 2.13153
C -3.19902 0.33189 3.21670
C -3.09115 -0.25641 4.48710
C -2.30964 -1.40299 4.67006
C -1.66681 -1.98597 3.58787
H -1.40833 -7.10648 0.03944
H 0.73386 -5.84250 -0.27812
H 0.84301 -3.42747 0.30556
H -3.30241 -3.51173 1.49482
H -3.43222 -5.93152 0.90897
H -2.60651 0.19868 1.12831
H -3.79794 1.23689 3.07272
H -3.61518 0.18566 5.33678
H -2.20079 -1.85306 5.65857
H -1.06594 -2.89161 3.70112
```

[2]
Below is the molecule C6H12O, with properties calculated with wB97M-V/def2-TZVPD.

Properties
Energy above the lowest of the compared OMol25 structures with the same formula, charge and spin in kJ/mol: 384.49
Lowest unoccupied orbital energy (spin up / spin down) in eV: 1.03 / 1.03
Frontier orbital gap (spin up / spin down) in eV: 7.519 / 7.939
Net charge: 0
HOMO (spin up / spin down) in eV: -6.5 / -6.9

Structure (XYZ):
```
19
C6H12O | OMol25 | wB97M-V/def2-TZVPD
C 0.57305 -0.06482 1.77802
C 0.75383 0.09480 0.25320
C 1.15414 -1.11184 -0.64034
C -1.50886 -1.44417 -0.34563
O -1.44176 -0.17538 -0.70870
C -0.45864 0.63654 -0.43680
C -0.65247 2.06419 -0.79459
H 1.45627 -0.50353 2.25407
H 0.41806 0.92948 2.21640
H -0.29879 -0.66635 2.05605
H 1.55285 0.83446 0.12726
H 1.05298 -2.11149 -0.21013
H 2.16904 -1.00169 -1.01570
H -0.95907 -1.79125 0.51344
H -2.22154 -2.04825 -0.87713
H 0.51160 -0.97016 -1.52279
H -0.95865 2.64975 0.08380
H 0.28032 2.50597 -1.16699
H -1.42236 2.17373 -1.56345
```

[3]
Below is a structure of composition C5H10N2O, with properties calculated with wB97M-V/def2-TZVPD.

Properties
Energy above the lowest of the compared OMol25 structures with the same formula, charge and spin in kJ/mol: 1044.07
Lowest unoccupied orbital energy in eV: 0.68
Frontier orbital gap in eV: 10.494
Net charge: 0
HOMO in eV: -9.8

Structure (XYZ):
```
18
C5H10N2O | OMol25 | wB97M-V/def2-TZVPD
C 1.47519 -1.59452 0.13949
C 1.15774 -0.11070 0.83235
C -0.71590 1.46225 0.68820
C -1.28578 0.17961 0.01592
C -1.72381 0.21183 -1.61076
H 1.24550 -2.54890 1.23827
H 2.97816 -1.64195 -0.11436
H 0.58451 -1.72226 -0.88305
H 1.79565 1.17360 2.24841
H -0.52677 1.40529 1.79618
H -0.96210 2.43383 0.42256
H -1.55463 -0.37393 1.05653
H -1.95197 1.37842 -1.83460
H -2.72323 -0.77014 -1.88762
H 0.52909 0.07761 -1.65896
N 1.87104 0.14994 1.88159
N 0.25867 0.57704 0.04777
O -0.45136 -0.28701 -2.37792
```

[4]
Below is a structure of composition C2F10N3NaO12S6, with properties calculated with wB97M-V/def2-TZVPD.

Properties
Energy above the lowest of the compared OMol25 structures with the same formula, charge and spin in kJ/mol: 566.60
Lowest unoccupied orbital energy in eV: 2.37
Frontier orbital gap in eV: 7.925
Net charge: -2
HOMO in eV: -5.6

Structure (XYZ):
```
34
C2F10N3NaO12S6 | OMol25 | wB97M-V/def2-TZVPD
Na -0.60274 0.90101 0.45225
N -2.46023 3.62921 -1.22102
S -2.05041 4.54586 -2.26109
O -0.61676 4.80303 -2.30982
O -2.90465 5.58280 -2.78269
F -2.23557 3.43114 -3.40952
S -3.09810 4.86304 -0.24547
O -4.55074 5.12786 -0.35620
O -2.26446 5.91719 0.29619
F -3.15290 3.87098 1.08999
N 1.98547 1.24043 3.45891
S 2.86805 -0.02054 4.45068
O 2.00596 -0.83472 5.29058
O 4.29571 0.24750 4.65895
F 3.04845 -1.04261 3.15345
S 1.85469 2.06638 4.66831
O 3.01625 2.85129 5.10384
O 0.85616 1.70933 5.76897
F 1.07494 3.29694 3.97941
C 0.45613 -5.02394 -0.59655
F 1.32599 -5.17249 -1.60685
F 0.10406 -6.24706 -0.19134
F 1.03197 -4.61727 0.58213
S -1.11085 -3.85576 -0.84360
O -2.19983 -4.59942 -1.45879
O -1.52591 -3.41014 0.46130
N -0.45296 -2.52278 -1.64156
S -0.32014 -2.87733 -3.14267
O -0.27445 -4.27974 -3.51872
O -1.28470 -2.08609 -3.96093
C 1.48541 -2.04037 -3.41245
F 2.32787 -2.39636 -2.37875
F 1.97895 -2.37134 -4.61726
F 1.38929 -0.68594 -3.45957
```

[5]
Below is a cluster of 2 separate species, C23H42O5S in total, with properties calculated with wB97M-V/def2-TZVPD.

Properties
Lowest unoccupied orbital energy in eV: -0.60
Frontier orbital gap in eV: 8.467
Net charge: 0
HOMO in eV: -9.1

Structure (XYZ):
```
71
C23H42O5S | OMol25 | wB97M-V/def2-TZVPD
C 6.60511 -2.37795 0.57578
C 7.01455 -0.90239 0.77821
C 6.23132 0.05491 -0.11927
C 6.15919 1.46187 0.50381
C 4.88055 1.62871 1.31951
C 3.69434 2.08457 0.47816
C 2.39679 2.08092 1.28389
C 1.13527 2.09629 0.39884
C 0.27166 3.33325 0.65783
C -1.03730 3.25867 -0.12810
C -2.21195 2.68643 0.69176
C -3.05024 1.65184 -0.07314
C -4.54644 1.97087 -0.13671
C -5.44768 0.71895 -0.07088
C -5.74983 0.41864 1.34975
C -6.94661 0.47146 1.93424
O -8.11822 0.77492 1.35190
C -8.86964 -0.40704 0.99844
C -9.63806 -0.18480 -0.29172
C -9.13625 -1.02500 -1.46532
C -6.78927 0.15090 3.38384
O -7.61545 -0.10055 4.23973
O -5.42034 0.17467 3.64230
C -4.79027 0.00576 2.41183
O -3.66447 -0.46728 2.30111
H 7.42310 -2.94452 0.16810
H 6.35768 -2.81763 1.53394
H 5.77831 -2.45451 -0.11221
H 8.07596 -0.80276 0.57845
H 6.88834 -0.61162 1.81649
H 6.76237 0.12447 -1.06440
H 5.22931 -0.32003 -0.28990
H 6.26396 2.21875 -0.26812
H 7.00262 1.56701 1.18046
H 5.04692 2.38553 2.08125
H 4.64133 0.67988 1.79257
H 3.60239 1.49628 -0.42851
H 3.90050 3.11708 0.21009
H 2.37826 3.01713 1.83591
H 2.37590 1.27689 2.01035
H 0.52423 1.23949 0.66844
H 1.40442 2.07822 -0.65098
H 0.85266 4.21492 0.39785
H 0.10738 3.38363 1.73100
H -0.86713 2.66137 -1.01875
H -1.28328 4.26096 -0.46894
H -1.79817 2.28429 1.61016
H -2.83825 3.52794 0.97551
H -2.65932 1.55611 -1.08093
H -2.90960 0.68779 0.40185
H -4.81941 2.60159 0.70261
H -4.74958 2.53148 -1.04328
H -6.39511 0.97352 -0.52878
H -4.99076 -0.12815 -0.56902
H -8.19842 -1.25279 0.88531
H -9.56777 -0.64702 1.79287
H -9.56646 0.86011 -0.57445
H -10.69116 -0.39679 -0.16193
H -8.87300 -2.03913 -1.18481
H -9.90679 -1.09800 -2.22373
H -8.28776 -0.55166 -1.94745
C 7.43106 -6.40369 -3.17419
S 7.50211 -4.62300 -2.93325
O 6.90059 -4.33507 -1.60541
C 6.26281 -4.21903 -4.17141
H 8.10825 -6.86545 -2.45925
H 6.41473 -6.75623 -2.99885
H 7.74963 -6.64587 -4.18817
H 5.32546 -4.71903 -3.92768
H 6.61727 -4.53002 -5.15416
H 6.11764 -3.14102 -4.16041
```

[6]
Below is a structure of composition C47H55BrCl2InNO7P2, with properties calculated with wB97M-V/def2-TZVPD.

Properties
Energy above the lowest of the compared OMol25 structures with the same formula, charge and spin in kJ/mol: 104.34
Lowest unoccupied orbital energy in eV: 3.96
Frontier orbital gap in eV: 5.905
Net charge: -2
HOMO in eV: -1.9

Structure (XYZ):
```
116
C47H55BrCl2InNO7P2 | OMol25 | wB97M-V/def2-TZVPD
In -0.40974 0.16110 -0.76210
C -1.51181 5.01989 1.53107
C -0.27935 4.62750 0.71330
C 0.52644 5.87584 0.34838
P -0.68442 3.31887 -0.65873
C -1.86673 4.41724 -1.65556
C -1.39125 5.38392 -2.73831
C -3.03304 3.57564 -2.19079
C 1.04380 3.21414 -1.25919
C 1.56409 4.01928 -2.27026
C 2.82526 3.82895 -2.81156
C 3.33975 4.70042 -3.92806
C 3.57243 2.75948 -2.33398
C 3.08460 1.94913 -1.33081
C 1.82576 2.15602 -0.74319
N 1.28066 1.29522 0.23194
C 2.06989 0.61547 1.12655
C 3.41145 0.96221 1.41906
C 4.22368 0.17034 2.20574
C 3.75631 -1.00327 2.78880
C 4.66686 -1.92381 3.56049
C 2.39427 -1.24532 2.68172
C 1.54490 -0.43347 1.94257
P -0.25286 -0.39989 2.12630
C -0.34716 0.84862 3.55119
C 0.77334 0.75535 4.58928
C -0.34561 2.27144 2.99471
C -0.98722 -1.88208 3.02763
C -0.54994 -2.23854 4.45072
C -0.99826 -3.12753 2.14509
H -1.22306 5.39093 2.52085
H -2.17962 4.16438 1.66786
H -2.08088 5.81339 1.03824
H 0.36106 4.02206 1.36349
H -0.07458 6.58335 -0.23271
H 1.40886 5.61145 -0.23225
H 0.86419 6.39296 1.25615
H -2.27983 5.02577 -0.84638
H -1.02375 4.85165 -3.61546
H -0.61043 6.05571 -2.37867
H -2.23781 6.00344 -3.05862
H -3.31931 2.81233 -1.46794
H -2.75744 3.06433 -3.11153
H -3.90069 4.21749 -2.39046
H 0.96133 4.82776 -2.66022
H 2.56646 5.39355 -4.26357
H 3.64544 4.08841 -4.77993
H 4.20900 5.28727 -3.61591
H 4.53500 2.52657 -2.77839
H 3.66140 1.07862 -1.05301
H 3.82160 1.86695 0.99583
H 5.26017 0.46197 2.34859
H 5.69643 -1.56586 3.50990
H 4.64473 -2.93686 3.15108
H 4.38198 -1.98633 4.61537
H 1.97307 -2.09427 3.20843
H -1.31364 0.65288 4.03148
H 1.72215 1.05194 4.13953
H 0.90371 -0.24248 5.00277
H 0.55762 1.44606 5.41206
H 0.60240 2.45811 2.48973
H -0.45729 3.00150 3.80371
H -1.14487 2.43144 2.27361
H -2.02629 -1.53165 3.10041
H 0.50905 -2.48594 4.51532
H -1.11020 -3.12183 4.77245
H -0.76592 -1.43509 5.15550
H 0.01417 -3.48705 1.95694
H -1.44263 -2.90728 1.17838
H -1.57220 -3.92857 2.62279
Br -3.43058 1.13598 1.04168
C -4.32205 -0.27943 0.15209
C -5.60776 -0.50185 0.56752
C -6.41302 -1.44859 -0.08243
C -5.90808 -2.13206 -1.14640
C -4.57980 -1.92662 -1.58609
C -4.11000 -2.64638 -2.70436
C -2.84871 -2.43881 -3.17616
C -1.99070 -1.54228 -2.52098
C -2.35706 -0.84423 -1.38730
C -3.70570 -0.98959 -0.92263
H -6.00353 0.07355 1.39349
H -7.43053 -1.60322 0.25628
H -6.52396 -2.84161 -1.68913
H -4.77452 -3.35977 -3.18087
H -2.49420 -2.98905 -4.04073
H -0.98158 -1.43066 -2.90428
C -0.44921 1.55355 -3.69580
O -0.86145 1.57982 -2.35675
H -1.22350 1.09034 -4.33241
H 0.48137 1.00243 -3.84370
H -0.27952 2.57399 -4.07083
Cl 4.83715 -1.37167 -3.45566
C 3.27227 -1.73316 -2.68915
Cl 3.49520 -1.95095 -0.94980
C 2.17741 -0.64746 -3.08091
O 2.21637 -0.31126 -4.26175
O 1.39867 -0.31139 -2.16268
H 2.93840 -2.68164 -3.09375
O 0.55251 -3.19245 -2.33915
C 0.30984 -3.11466 -1.13190
O 0.11407 -2.11694 -0.37687
C 0.18581 -4.48102 -0.44364
C -1.09026 -4.99275 -0.24297
C -1.29345 -6.28093 0.25756
C -0.16979 -7.01547 0.54017
O -0.08578 -8.30565 1.04871
C 1.29774 -8.60302 1.10621
O 2.03575 -7.45631 0.73348
C 1.10098 -6.50848 0.34690
C 1.31684 -5.24535 -0.14671
H -1.94602 -4.37534 -0.49293
H -2.28470 -6.68233 0.42454
H 1.52673 -9.42923 0.41802
H 1.56630 -8.90067 2.12690
H 2.31654 -4.85861 -0.30229
```